No. 1
73
Properties=species:S:1:pos:R:3 method="wB97M-V/def2-TZVPD" homo_energy_ev=-2.36 charge=-1 orbital_gap_ha=0.1787 e_lumo_ev=2.502
C 5.88 0.90 1.57
C 4.48 1.34 2.00
C 3.53 0.16 2.08
C 2.11 0.55 2.44
O 1.45 -0.70 2.83
P -0.09 -1.04 3.17
O -0.78 0.33 3.59
C -1.18 1.53 2.84
C -2.46 1.30 2.05
C -3.21 2.60 1.75
C -3.76 3.31 2.99
O -0.75 -1.30 1.71
C -0.15 -2.24 0.74
C -1.29 -2.75 -0.13
C -1.80 -4.11 0.31
C -2.92 -4.61 -0.60
H 6.59 1.73 1.67
H 6.23 0.07 2.20
H 5.88 0.57 0.53
H 4.51 1.83 2.98
H 4.08 2.07 1.28
H 3.49 -0.35 1.10
H 3.91 -0.57 2.80
H 2.06 1.26 3.29
H 1.57 0.95 1.57
H -1.29 2.31 3.61
H -0.34 1.81 2.19
H -2.19 0.82 1.11
H -3.12 0.61 2.60
H -2.53 3.27 1.20
H -4.03 2.36 1.07
H -4.56 4.00 2.69
H -4.17 2.60 3.71
H -2.98 3.91 3.48
H 0.59 -1.68 0.16
H 0.36 -3.06 1.27
H -2.11 -2.02 -0.16
H -0.89 -2.84 -1.15
H -0.96 -4.82 0.30
H -2.15 -4.06 1.35
H -3.18 -5.64 -0.34
H -3.81 -3.98 -0.48
H -2.61 -4.58 -1.65
O -2.72 -3.46 3.59
C -1.70 -3.05 4.06
Co 0.02 -2.84 4.41
C 0.10 -4.41 3.74
O 0.13 -5.46 3.23
C 1.81 -2.94 4.36
O 2.87 -3.18 3.93
C 0.32 -0.63 6.48
C -0.21 0.67 6.76
C 0.56 1.82 6.47
C -0.02 3.07 6.54
C -1.36 3.21 6.94
C -2.10 2.08 7.30
C -1.54 0.82 7.20
C -0.09 -1.60 5.65
C -1.49 -1.94 5.12
Co 1.54 -1.88 6.43
C 2.95 -0.91 5.92
O 3.83 -0.24 5.59
C 1.89 -3.57 6.90
O 2.19 -4.65 7.18
C 1.83 -1.58 8.14
O 1.99 -1.38 9.26
H 1.59 1.67 6.13
H 0.57 3.95 6.28
H -1.82 4.20 6.97
H -3.13 2.18 7.65
H -2.12 -0.09 7.43
H -2.03 -2.30 6.02
H -2.05 -1.03 4.85

=====

No. 2
29
Properties=species:S:1:pos:R:3 method="wB97M-V/def2-TZVPD" homo_energy_ev="-5.61 / -8.84" spin_multiplicity=3 orbital_gap_ha="0.2357 / 0.2697" e_lumo_ev="0.806 / -1.502"
C -0.28 3.38 0.75
C -1.39 3.17 -0.02
C 0.05 1.53 -0.27
C -0.61 -2.28 1.09
C 2.15 -1.49 -1.05
C 2.59 0.31 0.53
C -1.36 -1.02 0.84
C 0.52 0.26 -0.85
N 0.60 2.37 0.60
N -1.16 2.00 -0.67
N 1.68 -0.28 -0.43
N -2.33 -0.97 0.00
O -3.04 -0.01 -0.30
O -2.62 -2.17 -0.66
O -0.17 -0.27 -1.71
H -0.06 4.20 1.41
H -2.29 3.74 -0.17
H -1.21 -2.97 1.68
H -0.39 -2.77 0.14
H 0.31 -2.07 1.63
H 2.32 -2.26 -0.30
H 1.39 -1.83 -1.75
H 3.08 -1.31 -1.60
H 3.53 0.57 0.04
H 2.14 1.20 0.95
H 2.80 -0.42 1.32
H -1.16 -0.12 1.40
H -1.82 1.48 -1.24
H -3.25 -1.95 -1.36

=====

No. 3
51
Properties=species:S:1:pos:R:3 method="wB97M-V/def2-TZVPD" homo_energy_ev=-10.34 orbital_gap_ha=0.3746 e_lumo_ev=-0.150
O 1.25 -1.85 -4.36
H 0.41 -1.38 -4.20
H 0.88 -2.60 -4.88
O 4.65 -1.81 -0.80
H 3.95 -1.24 -1.14
H 5.00 -2.34 -1.54
O -2.56 2.06 -0.64
H -1.77 2.46 -0.30
H -3.27 2.71 -0.78
O 0.75 4.33 1.31
H 0.28 5.00 0.83
H 1.66 4.18 0.98
O -2.17 -5.09 0.17
H -1.80 -5.87 0.58
H -1.27 -4.62 -0.02
O -1.78 -4.58 -2.46
H -2.26 -5.12 -1.86
H -1.22 -5.04 -3.07
O -0.81 2.30 3.87
H -1.04 2.97 3.22
H -0.01 2.57 4.36
O 2.17 2.61 -0.65
H 2.36 2.45 -1.59
H 3.04 2.51 -0.12
O 3.26 0.46 1.76
H 3.72 -0.05 2.41
H 2.27 0.48 1.87
O 2.49 -0.68 -2.00
H 2.77 -0.71 -2.94
H 1.51 -0.71 -2.09
O -4.44 -1.47 3.55
H -4.16 -1.11 4.40
H -5.22 -1.08 3.14
O -5.08 0.20 0.86
H -4.24 0.60 0.60
H -4.85 -0.71 1.20
O -0.88 -1.26 -0.41
H -1.31 -2.11 -0.50
H -1.60 -0.63 -0.59
O 4.00 2.98 1.72
H 3.63 2.10 1.87
H 4.88 2.61 1.99
O -2.47 -0.19 -3.61
H -1.68 -0.25 -3.08
H -2.97 0.39 -3.04
O -3.39 0.99 2.56
H -3.12 1.90 2.47
H -2.56 0.53 2.78
O 4.74 1.21 -0.59
H 4.42 0.48 -1.12
H 3.84 1.39 -0.12

=====

No. 4
8
Properties=species:S:1:pos:R:3 method="wB97M-V/def2-TZVPD" homo_energy_ev="-8.20 / -10.61" spin_multiplicity=3 orbital_gap_ha="0.3089 / 0.3185" e_lumo_ev="0.210 / -1.944"
C -1.19 0.51 -0.08
C -0.09 0.81 -0.60
N 1.30 -0.94 0.56
O 2.33 -1.21 0.02
O 0.57 -1.46 1.33
F 0.56 1.43 -1.57
H -2.19 1.08 -0.28
H -1.29 -0.23 0.62

=====

No. 5
18
Properties=species:S:1:pos:R:3 method="wB97M-V/def2-TZVPD" homo_energy_ev=-6.73 orbital_gap_ha=0.2205 e_lumo_ev=-0.734
N 3.60 0.33 0.69
C -2.96 0.13 0.95
C -1.50 0.29 0.43
C -1.01 -0.26 -0.85
C 0.47 -0.10 -1.14
N 1.47 -1.02 -1.32
H 4.23 0.71 0.03
H 3.15 -0.41 0.20
H -3.21 -0.85 0.72
H -2.99 0.32 2.01
H -3.55 0.93 0.51
H -0.74 -0.54 0.63
H -1.23 1.35 0.84
H -1.64 -0.23 -1.73
H 0.74 0.87 -1.35
H 0.94 -0.66 -0.26
H 1.16 -1.96 -1.44
H 3.08 1.10 1.07

=====

No. 6
8
Properties=species:S:1:pos:R:3 method="wB97M-V/def2-TZVPD" homo_energy_ev=-3.70 charge=-1 orbital_gap_ha=0.2830 e_lumo_ev=4.000
C 0.39 -0.96 1.02
C 0.30 -0.69 -0.26
N -0.99 -0.92 0.55
O 0.55 0.98 -2.46
O -0.45 1.79 -0.43
S 0.74 1.04 -1.03
H 0.77 -1.24 1.98
H -1.30 0.01 0.63

=====

No. 7
16
Properties=species:S:1:pos:R:3 method="wB97M-V/def2-TZVPD" homo_energy_ev="-15.54 / -15.15" spin_multiplicity=2 charge=+1 orbital_gap_ha="0.4504 / 0.2285" e_lumo_ev="-3.282 / -8.935"
C -1.02 -1.91 0.66
C -1.08 -1.24 -0.69
N -0.54 0.09 -0.83
C -0.39 0.98 0.24
C 1.18 1.31 0.56
N 1.94 0.24 0.75
O 1.52 2.44 0.66
O -1.58 -1.68 -1.68
H 0.00 -1.82 1.03
H -1.77 -1.51 1.34
H -1.19 -2.97 0.50
H -0.89 0.54 -1.67
H -0.76 1.96 -0.10
H -0.87 0.78 1.20
H 1.75 -0.72 0.51
H 2.89 0.42 1.04

=====

No. 8
150
Properties=species:S:1:pos:R:3 method="wB97M-V/def2-TZVPD" homo_energy_ev=-8.33 orbital_gap_ha=0.3255 e_lumo_ev=0.522 smiles=COCCNCCOC.COCCNCCOC.COCCNCCOC.COCCNCCOC.COCCNCCOC.COCCNCCOC.O.O
C -4.78 1.44 1.86
O -3.43 1.08 1.76
C -3.14 0.84 0.43
C -1.83 -0.06 0.28
N -0.57 0.73 0.30
C 0.56 -0.09 0.19
C 1.82 0.62 0.30
O 2.18 1.06 1.66
C 3.61 1.45 1.80
H -5.01 1.40 2.93
H -5.60 0.90 1.39
H -4.94 2.48 1.56
H -2.94 1.76 -0.11
H -3.96 0.25 0.01
H -1.79 -0.54 -0.69
H -1.80 -0.88 1.00
H -0.55 1.21 1.19
H 0.50 -0.59 -0.78
H 0.74 -0.91 0.89
H 1.80 1.45 -0.41
H 2.63 0.08 -0.19
H 3.68 1.82 2.83
H 4.03 2.24 1.18
H 4.25 0.59 1.61
C -12.37 3.07 2.61
O -11.46 1.95 2.56
C -10.98 1.85 1.27
C -10.15 0.61 0.97
N -10.86 -0.67 0.86
C -9.94 -1.83 0.78
C -8.83 -1.79 -0.37
O -7.89 -0.72 -0.08
C -6.97 -0.48 -1.07
H -12.17 3.89 1.92
H -12.37 3.55 3.59
H -13.34 2.66 2.34
H -10.33 2.72 1.16
H -11.90 1.88 0.69
H -9.27 0.64 1.62
H -9.70 0.91 0.03
H -11.47 -0.65 1.67
H -10.50 -2.74 0.57
H -9.47 -1.98 1.75
H -9.34 -1.58 -1.31
H -8.39 -2.79 -0.44
H -7.46 0.08 -1.87
H -6.37 -1.32 -1.42
H -6.11 0.15 -0.83
C 6.74 -0.99 0.47
O 7.02 -0.93 -0.92
C 7.72 -2.09 -1.43
C 9.23 -2.00 -1.09
N 10.15 -3.04 -1.61
C 11.47 -2.95 -0.95
C 11.76 -4.25 -0.28
O 11.63 -5.37 -1.11
C 12.05 -6.60 -0.56
H 7.60 -1.35 1.02
H 5.98 -1.76 0.64
H 6.38 0.00 0.76
H 7.62 -2.29 -2.49
H 7.31 -3.01 -1.01
H 9.34 -2.09 -0.01
H 9.62 -1.07 -1.51
H 9.71 -3.92 -1.41
H 11.43 -2.18 -0.18
H 12.32 -2.74 -1.60
H 10.96 -4.49 0.42
H 12.71 -4.20 0.24
H 12.48 -6.60 0.44
H 12.79 -6.97 -1.27
H 11.21 -7.29 -0.46
C 1.78 -3.00 -2.21
O 1.71 -1.62 -2.57
C 2.53 -1.11 -3.61
C 3.96 -0.79 -3.08
N 4.19 0.63 -2.92
C 5.46 0.99 -2.29
C 5.55 2.50 -2.11
O 4.40 3.15 -1.50
C 4.70 4.50 -1.25
H 1.63 -3.67 -3.06
H 0.96 -3.06 -1.49
H 2.74 -3.40 -1.89
H 2.08 -0.37 -4.27
H 2.59 -1.95 -4.31
H 4.66 -1.12 -3.85
H 4.20 -1.35 -2.17
H 3.43 1.12 -2.48
H 6.34 0.59 -2.79
H 5.28 0.36 -1.42
H 5.33 2.90 -3.10
H 6.53 2.86 -1.80
H 4.49 5.19 -2.07
H 5.74 4.73 -1.03
H 4.29 4.98 -0.36
C -4.18 0.36 -4.75
O -3.37 -0.84 -4.77
C -2.59 -0.97 -3.58
C -1.71 -2.15 -3.42
N -2.55 -3.32 -3.35
C -1.93 -4.59 -3.43
C -1.47 -4.88 -4.84
O -2.45 -4.44 -5.84
C -2.02 -4.68 -7.18
H -3.67 1.24 -4.36
H -5.02 0.34 -4.06
H -4.70 0.54 -5.69
H -3.32 -1.03 -2.77
H -2.03 -0.06 -3.35
H -1.04 -2.03 -2.57
H -1.02 -2.21 -4.26
H -3.01 -3.35 -4.25
H -2.59 -5.40 -3.12
H -1.01 -4.65 -2.85
H -1.54 -5.97 -4.91
H -0.45 -4.54 -4.99
H -2.91 -4.48 -7.77
H -1.62 -5.65 -7.48
H -1.32 -3.92 -7.55
C -3.29 5.72 7.81
O -3.29 4.49 7.16
C -2.39 4.59 6.08
C -2.09 3.16 5.49
N -1.06 2.27 6.19
C 0.28 2.84 6.32
C 0.99 3.61 5.23
O 0.75 3.04 3.94
C 1.01 4.02 2.89
H -2.41 6.32 8.04
H -3.91 5.69 8.71
H -3.86 6.39 7.17
H -1.45 5.15 6.13
H -3.03 5.06 5.33
H -1.77 3.39 4.47
H -3.00 2.60 5.26
H -1.19 1.39 5.71
H 0.94 2.04 6.66
H 0.30 3.45 7.22
H 2.05 3.85 5.36
H 0.53 4.59 5.19
H 0.46 3.68 2.01
H 2.06 4.11 2.62
H 0.61 5.03 3.00
O -0.11 3.42 -1.32
H 0.67 3.57 -0.78
H -0.37 2.52 -1.12
O 1.04 -0.06 4.96
H 1.30 0.43 4.18
H 0.14 -0.33 4.79

=====

Table of electronic energy (eV), in record order: -131515.90823 -20619.99334 -35357.72373 -10401.10488 -7314.33610 -18523.62901 -11344.25299 -76447.46442
Table of relative energy (zero: lowest compared OMol25 entry of this formula, charge and spin) (kJ/mol), in record order: 307.2 0.0 413.7 195.7 838.7 463.2 12.6 556.5